Entry from the OMol25 dataset: a structure of composition C37H54N3NiOP2 (ωB97M-V/def2-TZVPD).

Atoms and positions in Å:
1 C 2.142 -1.953 -1.120
2 C 1.732 0.148 -2.059
3 C 3.069 -2.269 -2.119
4 C 2.604 -0.115 -3.119
5 C 3.288 -1.339 -3.131
6 H 3.571 -3.234 -2.076
7 H 2.748 0.644 -3.891
8 H 3.989 -1.560 -3.930
9 N 1.603 -0.733 -1.056
10 P 0.028 -2.441 0.602
11 P 0.899 2.160 -0.224
12 C 1.688 -2.941 -0.062
13 H 1.673 -3.962 -0.473
14 H 2.404 -2.947 0.777
15 C 0.834 1.360 -1.939
16 H 1.074 2.095 -2.716
17 C -0.323 3.654 -0.487
18 C 2.674 2.869 -0.074
19 C -1.145 -3.232 -0.676
20 C -0.034 -3.385 2.256
21 C -1.732 3.272 0.002
22 H -1.801 3.197 1.095
23 H -2.428 4.070 -0.304
24 H -2.097 2.343 -0.455
25 C 0.134 4.880 0.319
26 H 0.249 4.659 1.389
27 H 1.067 5.314 -0.062
28 H -0.640 5.662 0.234
29 C -0.489 4.063 -1.962
30 H -1.188 4.915 -1.984
31 H 0.438 4.397 -2.440
32 H -0.939 3.268 -2.570
33 C 2.830 3.393 1.369
34 H 2.379 2.706 2.098
35 H 3.903 3.462 1.605
36 H 2.394 4.391 1.501
37 C 3.721 1.766 -0.292
38 H 3.571 0.907 0.367
39 H 3.742 1.428 -1.335
40 H 4.710 2.193 -0.053
41 C 2.951 3.982 -1.109
42 H 2.196 4.044 -1.901
43 H 3.052 4.966 -0.627
44 H 3.912 3.782 -1.608
45 C -1.455 -3.338 2.827
46 H -1.412 -3.638 3.885
47 H -1.881 -2.326 2.796
48 H -2.137 -4.035 2.322
49 C 0.902 -2.674 3.247
50 H 1.948 -2.669 2.915
51 H 0.575 -1.649 3.458
52 H 0.873 -3.229 4.198
53 C 0.427 -4.848 2.128
54 H 0.655 -5.211 3.141
55 H -0.352 -5.510 1.735
56 H 1.333 -4.958 1.519
57 C -0.882 -2.700 -2.091
58 H -1.478 -3.292 -2.803
59 H -1.193 -1.655 -2.191
60 H 0.168 -2.793 -2.386
61 C -2.582 -2.869 -0.285
62 H -2.721 -1.781 -0.277
63 H -3.261 -3.299 -1.035
64 H -2.865 -3.277 0.693
65 C -0.985 -4.756 -0.730
66 H 0.041 -5.063 -0.976
67 H -1.311 -5.245 0.194
68 H -1.642 -5.124 -1.533
69 Ni -0.026 -0.145 0.534
70 C 1.475 -0.105 1.659
71 O 2.499 -0.088 2.215
72 N -1.208 0.342 -0.944
73 C -0.674 0.822 -1.998
74 C -1.384 0.856 -3.310
75 C -2.781 0.703 -3.299
76 C -0.705 1.041 -4.528
77 C -3.505 0.837 -4.487
78 H -3.279 0.498 -2.345
79 C -1.432 1.160 -5.713
80 H 0.387 1.087 -4.541
81 C -2.830 1.077 -5.693
82 H -4.592 0.755 -4.470
83 H -0.895 1.320 -6.648
84 H -3.392 1.196 -6.614
85 N -1.519 0.743 2.132
86 C -1.573 0.465 3.518
87 C -0.479 0.795 4.317
88 C -0.522 0.514 5.684
89 C -1.657 -0.080 6.248
90 C -2.751 -0.404 5.433
91 C -2.717 -0.128 4.063
92 H -2.373 0.586 1.605
93 H -1.125 1.654 1.912
94 H 0.390 1.284 3.867
95 H 0.338 0.776 6.302
96 H -1.687 -0.286 7.319
97 H -3.641 -0.867 5.861
98 H -3.563 -0.350 3.406

Properties
⟨S²⟩ ... 2.0179
Net charge ... +1
LUMO (alpha / beta) ... -2.45 / -2.58 eV
F_max ... 5.57 eV/A
Electronic energy ... -3872.6280 Ha
Orbital gap (alpha / beta) ... 7.511 / 7.745 eV
Energy relative to the best compared isomer or geometry (same formula, charge and spin) ... 0.000 eV
Spin multiplicity ... 3
HOMO (alpha / beta) ... -9.96 / -10.33 eV